No. 1
This record from OMol25 describes 10 unconnected molecules or ions with the total composition C12H35ClFN11O24PS2 in a non-equilibrium geometry. The level of theory is the ωB97M-V functional and the def2-TZVPD basis.

Geometry as ORCA input:
```
! wB97M-V def2-TZVPD RIJCOSX def2/J DEFGRID3
* xyz -1 1
C 2.82433 -0.98857 2.69940
C 1.53685 -0.19400 2.59529
O 1.44284 0.89534 3.09941
N 0.53117 -0.81677 1.77334
C 0.21280 -0.12477 0.52395
P -0.62624 -1.93858 2.42621
O -1.87584 -2.88532 3.04360
S 0.66965 -3.71186 2.20335
Cl 0.04390 -1.66215 4.50139
O -1.25435 -2.15472 0.77338
N -2.14931 -3.15941 0.53986
O -2.12627 -3.45149 -0.61002
S -2.08240 -0.18449 2.73160
O -1.47459 0.99510 3.26465
O -2.91531 0.02164 1.57831
F -3.11484 -0.68346 3.87255
H 3.65011 -0.37088 3.04511
H 2.69525 -1.84747 3.35909
H 3.09245 -1.39139 1.72737
H -0.81769 0.21158 0.41110
H 0.84671 0.75536 0.42893
H 0.46081 -0.76919 -0.32428
H -1.59190 -3.19232 3.91254
H 1.00523 -3.58620 0.90756
C 5.55330 1.53026 -0.06298
N 4.63208 0.36540 -0.02437
O 5.00454 -0.68229 -0.52617
O 3.55935 0.54075 0.50675
H 6.45954 1.24682 -0.57910
H 5.03913 2.32819 -0.59026
H 5.75660 1.81218 0.96230
C 5.30982 -0.10026 -3.91378
N 5.47364 1.32692 -3.53085
O 4.61220 2.11144 -3.87350
O 6.45929 1.61837 -2.88261
H 4.38354 -0.19573 -4.46680
H 6.16210 -0.37311 -4.52990
H 5.27787 -0.68346 -2.99753
C -4.58599 -1.22325 -1.20463
N -4.63672 -0.11712 -2.19950
O -4.12940 0.94056 -1.91213
O -5.19736 -0.35403 -3.25918
H -4.06440 -0.87270 -0.31773
H -5.61137 -1.49509 -0.97203
H -4.05715 -2.05269 -1.66409
C -1.80487 -5.58260 -3.22837
N -0.36738 -5.92890 -3.04387
O 0.26521 -5.31322 -2.21739
O 0.07159 -6.81889 -3.74902
H -2.06690 -4.78369 -2.54425
H -1.93096 -5.27261 -4.26145
H -2.38219 -6.47792 -3.01935
C -0.46127 4.50571 1.18914
N 0.65421 4.01519 0.33089
O 1.39216 4.83446 -0.18208
O 0.74073 2.81356 0.21475
H -0.42542 5.58883 1.21250
H -1.38834 4.14946 0.75046
H -0.32108 4.07972 2.17934
C -2.99323 1.22959 6.50892
N -2.85610 2.70168 6.68287
O -3.54549 3.42437 5.99399
O -2.05720 3.08559 7.51436
H -3.73226 1.03569 5.74197
H -2.02237 0.84146 6.21329
H -3.30517 0.82062 7.46568
C 0.79385 1.36044 -2.59656
N 1.57138 0.17666 -3.05410
O 2.56051 -0.12276 -2.42005
O 1.16218 -0.41157 -4.03479
H 1.27937 1.77317 -1.71979
H 0.78309 2.07438 -3.41495
H -0.21089 1.01810 -2.36421
C 2.91112 3.94817 3.50324
N 4.36932 3.92124 3.21693
O 5.08746 4.70418 3.80403
O 4.73785 3.09631 2.40892
H 2.71988 4.72097 4.23879
H 2.41439 4.16304 2.56497
H 2.62920 2.96390 3.87284
C -6.30723 -1.10651 -6.00828
N -6.46720 -2.41002 -6.70995
O -6.14037 -2.47212 -7.87840
O -6.91705 -3.33152 -6.06095
H -5.90071 -0.38874 -6.71070
H -7.28935 -0.80226 -5.66027
H -5.63447 -1.26038 -5.17476
*
```

total energy: -4583.32409 hartree

Here are the Löwdin charges for atoms 1 to 8, given in e:
1. C -0.05
2. C -0.58
3. O 0.07
4. N -0.27
5. C -0.11
6. P 0.13
7. O -0.39
8. S 0.49

No. 2
This record from OMol25 describes 5 unconnected molecules or ions with the total composition C12H35IN3O4 in a non-equilibrium geometry. The level of theory is the ωB97M-V functional and the def2-TZVPD basis.

Geometry as ORCA input:
```
! wB97M-V def2-TZVPD RIJCOSX def2/J DEFGRID3
* xyz -1 1
I 0.75585 29.41022 29.39360
C 0.49491 38.88752 28.40201
C 0.40243 37.71471 29.47156
C -0.19791 38.23262 30.84056
O 0.56273 39.29072 31.47245
C -0.19797 40.00494 32.42436
N -0.30833 36.53428 28.87470
H 1.34153 39.50161 28.70899
H -0.40324 39.50107 28.47265
H 0.69123 38.57868 27.37528
H 1.43707 37.38843 29.57718
H -0.17526 37.36640 31.50182
H -1.24992 38.51009 30.77448
H -1.17371 40.31284 32.04855
H 0.28295 40.92765 32.74908
H -0.33630 39.44262 33.34781
H 0.16203 36.50935 27.98126
H -0.02060 35.66270 29.29620
C -4.85654 27.65203 22.60435
C -3.69928 28.48981 23.14301
C -3.06246 29.45221 22.08220
O -4.09265 30.26046 21.46187
C -3.63919 31.14243 20.45309
N -4.08192 29.11474 24.44599
H -4.72359 27.26950 21.59237
H -5.71351 28.32411 22.55941
H -5.18354 26.90093 23.32338
H -2.95151 27.73799 23.39545
H -2.50523 28.87126 21.34730
H -2.32257 30.10076 22.55130
H -3.32222 30.56232 19.58643
H -2.72954 31.62419 20.81161
H -4.48745 31.77079 20.18158
H -3.19352 29.30286 24.88808
H -4.47816 30.03707 24.33468
C 7.21351 23.95436 27.47445
C 6.40533 24.95422 28.26881
C 6.90476 25.06284 29.74632
O 8.32168 25.36138 29.85595
C 8.90744 25.35007 31.14750
N 6.53222 26.22854 27.60323
H 6.87970 23.67872 26.47410
H 7.29349 23.01701 28.02497
H 8.24416 24.29945 27.39217
H 5.35120 24.72068 28.11929
H 6.68683 24.11076 30.23022
H 6.27270 25.83453 30.18573
H 8.47262 26.09623 31.81254
H 9.94848 25.66276 31.06643
H 8.88470 24.31024 31.47360
H 7.28328 26.68656 28.09943
H 5.76990 26.77814 27.97322
O 2.04444 27.40124 24.20086
H 2.99368 27.32911 24.30076
H 1.76136 27.91161 24.95955
*
```

total energy: -1241.10402 hartree

Here are the Löwdin charges for atoms 1 to 8, given in e:
1. I -0.99
2. C -0.06
3. C -0.38
4. C -0.17
5. O -0.19
6. C -0.13
7. N 0.02
8. H 0.07

No. 3
This record from OMol25 describes 2 unconnected molecules or ions with the total composition C12H35N5O2P2 in a non-equilibrium geometry. The level of theory is the ωB97M-V functional and the def2-TZVPD basis.

Geometry as ORCA input:
```
! wB97M-V def2-TZVPD RIJCOSX def2/J DEFGRID3
* xyz 0 1
C -1.64832 -1.32210 -0.41156
N -0.83366 -2.50695 -0.19500
C 0.31199 -2.50430 -1.10188
P -1.43610 -4.03149 0.21974
O -0.25432 -4.84633 0.57536
N -2.29239 -3.93916 1.70488
C -2.66523 -2.66624 2.29439
C -1.86916 -4.88703 2.72959
N -2.84368 -4.05844 -0.74523
C -3.92558 -4.96668 -0.31866
C -2.51271 -4.39209 -2.15016
H -2.19696 -1.34076 -1.36369
H -0.99398 -0.45005 -0.42338
H -2.36468 -1.15557 0.38295
H 0.01050 -2.56944 -2.15638
H 0.97391 -3.33987 -0.88330
H 0.88146 -1.58187 -0.97532
H -1.80189 -2.02268 2.50536
H -3.19308 -2.84345 3.23346
H -3.36985 -2.12840 1.65908
H -0.96710 -4.56151 3.26143
H -1.66774 -5.86382 2.29861
H -2.67658 -5.00805 3.45658
H -3.58436 -5.99479 -0.16387
H -4.69448 -4.97282 -1.09245
H -4.38933 -4.61271 0.59584
H -2.09924 -5.40040 -2.25298
H -1.78624 -3.68305 -2.54831
H -3.40711 -4.31935 -2.76756
C 1.88678 6.58373 -2.18156
C 0.71884 5.68791 -1.77357
C 1.14107 4.54010 -0.88058
N -0.06188 3.75552 -0.48304
P 0.09477 2.13414 -0.01528
O 0.67966 1.25585 -1.29720
N 1.27306 2.13609 1.22436
C 2.72237 2.05460 0.92216
C 3.48769 3.33370 1.30840
C 4.93702 3.06399 1.76599
H 2.68928 6.01322 -2.65256
H 1.55743 7.31354 -2.92172
H 2.29456 7.13053 -1.33207
H -0.01230 6.30119 -1.24403
H 0.24850 5.29826 -2.68026
H 1.83396 3.87346 -1.40928
H 1.57503 4.89351 0.05171
H -0.73252 3.77178 -1.24611
H 1.47160 1.60611 -1.73293
H 1.03148 1.30180 1.74535
H 3.15614 1.22760 1.48417
H 2.91618 1.84726 -0.13470
H 3.55649 3.95864 0.41754
H 2.93281 3.89617 2.05598
H 5.64591 3.28296 0.96963
H 5.07570 2.01956 2.04744
H 5.17627 3.68816 2.62462
*
```

total energy: -1585.22265 hartree
energy relative to the best compared isomer or geometry (same formula, charge and spin): 0.000 eV
SMILES string: CN(C)P(=O)(N(C)C)N(C)C.CCCNP(O)NCCC

Here are the Löwdin charges for atoms 1 to 8, given in e:
1. C -0.13
2. N -0.29
3. C -0.13
4. P 0.59
5. O -0.29
6. N -0.32
7. C -0.14
8. C -0.14